{"formula": "C21H35N9O6P", "method": "wB97M-V/def2-TZVPD", "elements": ["C", "O", "C", "C", "P", "O", "O", "O", "C", "N", "C", "O", "O", "H", "H", "H", "H", "H", "H", "H", "H", "H", "H", "H", "C", "C", "N", "H", "H", "H", "C", "C", "N", "H", "H", "H", "C", "C", "N", "H", "H", "H", "C", "C", "N", "H", "H", "H", "C", "C", "N", "H", "H", "H", "C", "C", "N", "H", "H", "H", "C", "C", "N", "H", "H", "H", "C", "C", "N", "H", "H", "H"], "coordinates": [[2.85018, -1.49123, 1.77115], [2.10460, -0.27334, 2.12854], [1.89477, 0.61439, 0.97471], [0.36257, 1.26761, 1.10845], [-1.01392, -0.04757, 1.25789], [-0.81154, -1.05707, 2.49858], [-2.50885, 0.82608, 1.63276], [-1.29489, -0.95593, -0.23793], [2.92922, 1.88158, 0.87140], [3.52071, 2.33973, 2.18570], [4.16286, 1.67869, -0.20131], [4.71941, 2.82770, -0.67680], [4.72385, 0.39326, -0.64678], [2.18206, -2.31330, 1.27300], [3.24073, -1.95171, 2.79863], [3.80140, -1.29451, 1.11832], [2.00019, -0.00693, -0.03888], [0.18540, 1.83940, 0.07733], [0.39131, 2.06539, 1.96424], [-2.44516, 1.77603, 1.26962], [-0.43271, -1.05034, -0.74275], [2.28953, 2.79924, 0.45538], [2.97328, 2.02237, 3.01552], [3.41236, 3.39877, 2.18866], [-0.37566, -2.37813, -4.39234], [-0.18417, -1.02727, -3.72240], [-0.02532, 0.09345, -3.16664], [-0.46448, -2.24841, -5.47440], [0.48069, -3.02413, -4.18014], [-1.28414, -2.85586, -4.01515], [-4.53905, -0.04830, 4.04126], [-5.31213, 0.29997, 5.30277], [-5.95345, 0.58886, 6.34936], [-3.88703, -0.90587, 4.22837], [-5.23429, -0.29860, 3.23524], [-3.92713, 0.80358, 3.73193], [2.84686, 1.11845, -5.81678], [2.84607, -0.28503, -5.23320], [2.84547, -1.44938, -4.74905], [3.86363, 1.52063, -5.81925], [2.47038, 1.09554, -6.84314], [2.20689, 1.77180, -5.21728], [-5.92027, 3.45726, 8.46734], [-5.72878, 4.80813, 9.13729], [-5.56992, 5.92884, 9.69304], [-6.00908, 3.58698, 7.38528], [-5.06391, 2.81126, 8.67954], [-6.82874, 2.97954, 8.84453], [-4.35895, -2.69319, -0.00184], [-5.13202, -2.34493, 1.25966], [-5.77335, -2.05603, 2.30625], [-3.70692, -3.55077, 0.18526], [-5.05419, -2.94349, -0.80787], [-3.74703, -1.84132, -0.31118], [-4.21047, -4.10475, 5.25182], [-3.68962, -4.48741, 3.87610], [-3.25748, -4.80489, 2.73480], [-3.47965, -4.38023, 6.01706], [-4.38482, -3.02624, 5.29762], [-5.15041, -4.62621, 5.45287], [6.00330, -1.72176, -3.72807], [7.34423, -2.39951, -3.95804], [8.45670, -2.96175, -4.14886], [5.77979, -1.04615, -4.55823], [5.21267, -2.47389, -3.65815], [6.03086, -1.14668, -2.79837], [4.20634, 3.66667, -9.40480], [2.95959, 3.17830, -8.68547], [1.92527, 2.77310, -8.08873], [4.45244, 2.98853, -10.22648], [4.03533, 4.66832, -9.80870], [5.04858, 3.70264, -8.70828]], "atomic_forces_ev_per_a": [[1.0951, -1.0169, 0.8724], [0.7225, 0.1007, -2.1918], [-0.1854, -0.2515, -0.4738], [0.9589, 0.4842, -1.7738], [-0.5101, -3.4394, 4.5192], [-0.9991, 3.8573, -5.1107], [2.7930, 0.5491, -2.1410], [1.5867, 2.2666, 2.0758], [-0.4813, 0.3630, -0.9278], [-1.3403, 1.1814, -0.0084], [4.9529, -0.2277, -3.9069], [-3.3222, -5.0580, 2.6936], [-3.7870, 5.6997, 2.8456], [0.9305, 1.6938, 0.7884], [-0.9986, 1.0772, -2.1439], [-1.9120, 0.0263, 0.9884], [-0.2607, 1.3588, 2.0953], [0.3027, -1.1193, 2.1752], [-0.5069, -1.8079, -1.3590], [-0.0974, -2.1111, 0.6146], [-1.2357, 0.3669, 0.7739], [1.3575, -2.0798, 0.4288], [0.4212, -0.0434, -1.1136], [0.4611, -1.9001, -0.0011], [0.1577, 1.0546, 0.5826], [1.0753, 7.3265, 3.6462], [-1.3448, -8.9370, -4.3504], [0.0697, 0.1080, 0.2094], [-0.0392, 0.2848, 0.0004], [0.1062, 0.2047, 0.0169], [-0.6479, 0.6293, 1.1373], [-4.1416, 1.8760, 6.7869], [5.0521, -2.2304, -8.1995], [-0.0964, 0.1787, -0.0332], [0.1471, 0.1210, 0.4154], [-0.0559, -0.1503, 0.2040], [-0.0158, -1.3814, 0.5402], [0.0348, -7.6179, 3.2813], [-0.0527, 9.2003, -3.9873], [-0.1152, -0.1669, 0.1041], [0.0788, -0.1897, 0.4101], [0.0841, -0.2272, -0.0179], [0.1668, 1.1211, 0.5457], [1.0466, 7.4159, 3.6879], [-1.2781, -8.9547, -4.4369], [0.0342, 0.0193, 0.2183], [-0.1344, 0.1787, -0.0246], [0.1631, 0.1553, -0.0350], [-0.6232, 0.3132, 1.0058], [-4.1581, 1.8055, 6.8084], [4.9065, -2.6354, -8.6028], [-0.1232, 0.1604, 0.2099], [-0.0326, 0.0671, 0.2340], [-0.0743, -0.0790, 0.1962], [0.4522, -0.3086, -1.1471], [2.8731, -2.0935, -7.6168], [-3.5152, 2.5080, 9.1631], [-0.0398, 0.0165, -0.2279], [0.0359, -0.1903, -0.1317], [0.1642, 0.0667, -0.1593], [1.1650, -0.5733, -0.0973], [7.2878, -3.6720, -1.2599], [-8.8139, 4.4382, 1.4746], [0.1211, -0.1886, 0.1223], [0.2003, 0.1129, -0.0578], [0.0088, -0.0217, -0.0360], [-1.0068, -0.3982, 0.6070], [-6.8571, -2.6181, 3.8827], [8.2350, 3.4798, -5.0610], [-0.1420, 0.0460, 0.1783], [-0.0843, -0.1800, 0.1256], [-0.2191, -0.0442, -0.0313]], "lowdin_charge": [-0.107, -0.238, -0.293, -0.192, 0.761, -0.399, -0.263, -0.253, -0.262, 0.013, -0.402, -0.191, -0.279, 0.094, 0.106, 0.094, 0.160, 0.114, 0.119, 0.088, 0.050, 0.137, 0.064, 0.085, -0.088, -0.216, 0.101, 0.075, 0.066, 0.070, -0.101, -0.196, 0.062, 0.066, 0.019, 0.061, -0.091, -0.179, 0.105, 0.077, 0.019, 0.080, -0.101, -0.220, 0.067, 0.067, 0.072, 0.074, -0.065, -0.164, 0.092, 0.066, 0.073, 0.057, -0.072, -0.200, 0.094, 0.076, 0.056, 0.076, -0.091, -0.218, 0.051, 0.056, 0.059, 0.073, -0.072, -0.173, 0.100, 0.076, 0.076, 0.079], "gap_ev": 6.419, "mol_weight_g_mol": 540.5, "total_energy_ev": -57320.730, "charge": -1}